Entry 1:
Computed, not measured: a structure of composition C35H28CoF5N2O5PTe, with ωB97M-V/def2-TZVPD.

<S²>: 0.8341
Charge: -2
Multiplicity: 2
Frontier orbital gap (alpha / beta): 6.4 / 6.3 eV
Lowest unoccupied orbital energy (alpha / beta): 0.1508 / 0.1506 hartree
HOMO energy (alpha / beta): -2.26 / -2.25 eV

Structure (XYZ):
```
78
Properties=species:S:1:pos:R:3:forces:R:3
Te -3.0568 4.2877 0.5767 0.28 1.22 0.58
Co -0.8685 0.0834 -0.2624 -0.05 0.40 -0.06
P 0.9624 -1.4086 0.1185 0.18 -0.39 -0.23
F -3.0131 6.2754 0.2186 -0.02 -0.37 -0.03
F -1.2361 4.2221 -0.1700 -0.17 -0.14 -0.07
F -4.8366 1.6945 0.6201 0.05 -0.03 0.01
F -4.4686 4.7392 1.9035 0.03 -0.14 -0.28
F -1.9987 4.8909 2.0647 -0.15 -0.14 -0.20
O -1.7938 -0.7981 -1.7810 0.44 0.16 0.28
O -2.8950 1.4346 -0.5408 0.08 -0.14 -0.15
O -2.5267 -1.9580 2.8421 -0.01 -0.07 0.02
O -1.8052 -1.3253 0.8275 -0.24 0.23 0.24
O 0.1704 1.1289 -1.5032 -0.23 -0.11 -0.03
N -2.8530 2.4441 1.5135 0.04 -0.30 -0.38
N -0.2967 1.3069 1.2706 -0.08 -0.48 -0.20
C 1.7194 -3.6813 1.5466 -0.03 0.00 0.00
C -0.4951 -2.8871 2.0750 0.10 0.04 -0.04
C -4.7202 1.3435 -2.1180 -0.06 -0.02 -0.07
C 3.3474 0.0333 -0.1549 -0.07 -0.06 -0.04
C 3.9075 0.0616 2.5558 0.05 0.05 0.00
C -0.5945 -3.9046 3.0257 -0.04 -0.03 0.02
C 2.5359 -0.6985 0.7146 -0.01 0.08 0.12
C 1.3243 2.5969 0.0037 0.09 -0.03 -0.07
C 2.3243 3.5653 0.1435 -0.03 -0.02 0.01
C -2.9178 -0.3092 -2.1973 -0.18 0.04 -0.03
C -0.9670 1.1512 2.5578 -0.10 0.10 0.04
C 1.0615 2.0221 -1.2716 -0.03 0.02 0.08
C 4.4352 0.7484 0.3192 0.04 0.00 -0.02
C 1.8809 2.4646 -2.3493 -0.02 0.01 -0.05
C -1.7161 -1.9724 1.9158 0.07 0.06 -0.17
C -3.5785 -0.8716 -3.3146 0.05 0.01 0.04
C 0.4328 -4.8059 3.2252 0.06 -0.02 -0.03
C 0.6862 -2.7630 1.3354 -0.04 0.00 0.09
C -2.1339 2.1439 2.7258 0.01 0.01 -0.02
C -5.3405 0.7687 -3.2217 0.01 -0.01 -0.05
C 1.5994 -4.6975 2.4748 0.01 -0.01 0.01
C 0.3498 -2.8479 -2.1225 0.03 0.07 0.04
C 2.8213 -0.6582 2.0800 -0.01 -0.04 -0.04
C -3.5628 0.7996 -1.5966 0.06 0.08 0.06
C 2.9318 -3.6091 -2.8029 0.06 0.01 0.02
C 0.5852 2.2244 1.1812 -0.06 0.08 0.03
C 1.8603 -4.0373 -3.5720 -0.04 0.01 0.00
C 3.1062 3.9723 -0.9141 0.04 0.04 0.00
C -3.4490 1.4317 0.7687 -0.27 0.03 0.43
C -4.7585 -0.3489 -3.8095 -0.03 0.02 0.01
C 2.7157 -2.8057 -1.6904 -0.03 -0.06 0.02
C 2.8684 3.4012 -2.1728 -0.02 -0.02 0.06
C 1.4246 -2.4217 -1.3384 0.09 -0.01 -0.03
C 0.5700 -3.6549 -3.2271 0.08 -0.06 -0.06
C 4.7227 0.7615 1.6767 -0.02 -0.03 0.01
H -2.7942 1.7543 3.5118 -0.01 -0.01 0.01
H -0.2640 1.3091 3.3858 0.05 -0.01 -0.04
H 2.6318 -3.5910 0.9680 0.00 0.00 0.02
H 3.8699 4.7283 -0.7819 0.00 0.00 0.00
H -1.7379 3.0966 3.0654 -0.01 -0.04 0.11
H 0.8278 2.7950 2.0841 -0.06 0.04 -0.02
H -3.4033 0.4370 1.2165 0.15 -0.01 -0.01
H -1.3437 0.1396 2.6281 0.00 -0.02 0.04
H 2.4736 4.0043 1.1251 0.00 -0.01 0.01
H 3.5612 -2.4867 -1.0940 0.02 0.06 0.01
H 2.0314 -4.6580 -4.4438 0.00 0.00 0.00
H 0.3366 -5.5963 3.9606 -0.04 0.01 0.01
H 3.4685 3.7109 -3.0226 -0.01 -0.01 -0.01
H -6.2500 1.1991 -3.6221 -0.01 -0.01 0.02
H -3.1047 -1.7275 -3.7823 -0.01 -0.01 0.00
H 4.1119 0.0848 3.6197 -0.01 -0.01 0.00
H -5.1388 2.2247 -1.6519 0.03 -0.01 0.02
H 3.9422 -3.8989 -3.0681 0.00 0.00 0.00
H 3.1001 0.0756 -1.2085 0.03 -0.02 -0.03
H 2.4127 -5.3994 2.6184 0.00 0.00 0.00
H -0.6486 -2.4956 -1.8849 -0.02 -0.02 -0.03
H 2.1823 -1.1862 2.7778 0.02 0.00 0.00
H -0.2686 -3.9700 -3.8359 -0.02 0.01 0.01
H 5.0336 1.3294 -0.3712 -0.01 -0.01 -0.01
H 5.5662 1.3296 2.0499 -0.01 0.01 0.00
H -5.2287 -0.8116 -4.6718 0.02 -0.01 -0.01
H -1.5115 -3.9550 3.5977 0.00 0.01 0.00
H 1.6835 2.0251 -3.3200 0.00 0.01 0.00
```
Positions in Å, forces in eV/Å.

Löwdin population analysis, charges in e, atoms 1 to 8:
1. Te 1.926
2. Co 0.466
3. P 1.165
4. F -0.608
5. F -0.520
6. F -0.032
7. F -0.571
8. F -0.467

---

Entry 2:
Computed, not measured: a structure of composition C35H28FN2NaOP, with ωB97M-V/def2-TZVPD.

Charge: -1
Frontier orbital gap: 4.5 eV
Lowest unoccupied orbital energy: 0.0811 hartree
HOMO energy: -2.30 eV

Structure (XYZ):
```
69
Properties=species:S:1:pos:R:3:forces:R:3
P -1.3411 -1.1294 0.6960 0.34 0.38 -0.01
Na 0.2675 1.5743 0.5899 -0.29 0.32 -0.19
F 3.8751 5.0438 -0.2523 0.01 0.00 0.00
O 0.4917 1.1198 2.6889 0.02 -0.45 0.39
N 2.2243 0.4011 -0.1867 -0.10 0.02 0.03
N 0.2580 0.5681 -2.0469 -0.26 -0.22 0.01
C -0.6726 0.8324 3.0165 0.08 0.09 -0.01
C 3.2752 1.1325 -4.1189 -0.01 0.01 -0.03
C 0.5443 4.3445 1.0798 -0.08 0.01 0.08
C 2.5433 4.6932 -0.1971 -0.04 0.00 0.03
C -3.6189 0.1505 -0.0963 -0.06 -0.02 -0.05
C -3.7860 -2.2438 -0.2901 0.05 0.03 0.03
C -5.6575 -0.8603 -0.8782 -0.10 -0.03 -0.03
C 1.5647 0.6871 -2.4600 0.16 0.02 -0.02
C 0.5459 3.9779 -1.2923 -0.11 0.00 -0.19
C 3.9455 0.7741 -1.8469 0.18 0.02 -0.01
C 1.8766 4.7026 1.0158 0.18 0.02 -0.06
C 0.7900 -4.7833 -1.1553 0.03 -0.04 -0.03
C -0.6013 -2.6518 0.0185 -0.09 -0.12 -0.10
C -0.0435 -3.9845 -1.9261 -0.01 -0.01 -0.03
C -0.7258 -2.9286 -1.3459 -0.01 0.01 0.00
C 0.2381 -3.4626 0.7812 -0.01 0.04 0.01
C -4.9265 0.2692 -0.5489 0.04 0.09 0.01
C -1.1045 -0.9192 4.7519 -0.06 -0.16 0.30
C 1.9244 0.9530 -3.7602 0.01 -0.01 0.00
C -2.1546 -2.6699 2.8940 0.07 0.01 -0.06
C -0.2059 3.9535 -0.0738 0.11 -0.18 -0.09
C -5.0861 -2.1201 -0.7530 0.04 -0.01 0.01
C 4.2782 1.0407 -3.1983 -0.04 -0.01 0.05
C 3.1380 0.3417 0.7473 0.15 0.02 -0.05
C -1.4992 3.4216 -0.0053 -0.05 0.02 -0.05
C 1.8775 4.3312 -1.3552 0.17 0.06 0.10
C 4.5201 0.4650 0.4723 -0.18 0.00 -0.03
C -3.0428 -1.1111 0.0435 -0.07 -0.17 0.01
C 2.6021 0.6072 -1.4740 -0.11 -0.01 0.02
C -1.5199 -1.5001 2.4632 -0.21 -0.30 -0.03
C 4.9115 0.6854 -0.8152 -0.01 0.00 0.00
C -2.2466 -2.9797 4.2366 -0.02 -0.01 -0.03
C -1.0160 -0.5879 3.3957 0.10 0.34 -0.05
C -1.6921 -2.0963 5.1654 0.07 0.07 0.06
C 0.9283 -4.5151 0.1970 0.01 -0.01 0.05
H -3.0395 1.0390 0.1380 0.03 0.00 0.02
H 5.2304 0.4075 1.2853 0.03 0.01 -0.02
H -5.3630 1.2546 -0.6507 -0.03 0.00 -0.01
H -2.5592 -3.3559 2.1567 -0.01 -0.01 0.01
H 3.5069 1.3473 -5.1547 0.03 0.00 0.00
H 5.9583 0.8108 -1.0673 0.00 0.00 0.00
H -0.4326 0.4317 -2.7677 0.07 0.15 -0.06
H 1.1583 1.0360 -4.5216 -0.03 0.00 0.01
H -6.6747 -0.7632 -1.2379 0.00 0.01 0.00
H 2.7751 0.2200 1.7630 -0.02 -0.01 0.02
H 1.5761 -5.1270 0.8122 0.01 -0.02 -0.02
H 0.0582 4.3141 2.0486 -0.02 0.02 -0.01
H 1.3295 -5.6060 -1.6073 0.00 0.00 -0.01
H -2.7383 -3.8891 4.5570 0.00 -0.01 0.02
H -2.0440 3.2703 -0.9306 -0.08 -0.01 0.01
H 5.3154 1.1821 -3.4738 0.01 0.00 -0.01
H 0.3523 -3.2660 1.8395 0.00 0.01 0.00
H -0.1604 -4.1778 -2.9853 0.01 -0.02 0.00
H -3.3372 -3.2253 -0.1933 -0.01 -0.02 -0.01
H -2.0600 3.4939 0.9185 -0.06 0.01 -0.01
H -5.6527 -3.0059 -1.0121 -0.02 0.00 -0.01
H 0.0504 3.6769 -2.2099 -0.03 -0.01 0.02
H 0.0789 -0.0291 -1.2487 0.17 0.02 0.03
H 2.4062 4.9805 1.9196 0.04 0.00 -0.01
H -0.7219 -0.2216 5.4896 0.00 0.04 -0.03
H -1.3679 -2.3118 -1.9652 -0.01 0.02 0.02
H 2.4043 4.3145 -2.3028 0.04 0.01 0.01
H -1.7284 -2.3271 6.2243 -0.02 -0.03 0.00
```
Positions in Å, forces in eV/Å.

Löwdin population analysis, charges in e, atoms 1 to 8:
1. P 1.126
2. Na 0.185
3. F -0.021
4. O -0.163
5. N 0.113
6. N 0.144
7. C -0.219
8. C -0.095

---

Entry 3:
Computed, not measured: a structure of composition C35H28InN15O2S4, with ωB97M-V/def2-TZVPD.

Charge: 0
Frontier orbital gap: 7.1 eV
Lowest unoccupied orbital energy: -0.0305 hartree
HOMO energy: -7.88 eV

Structure (XYZ):
```
85
Properties=species:S:1:pos:R:3:forces:R:3
In -0.0016 -0.2793 0.1473 0.03 -0.07 -0.02
S -3.0600 0.9267 1.6929 -0.02 -0.01 -0.02
S 0.7453 -7.4851 0.8634 0.01 0.00 0.01
S 4.1843 3.9315 -0.7873 -0.01 0.00 -0.02
S -0.1049 0.4711 -2.3798 0.00 0.00 0.00
O -2.1520 1.2370 2.7563 0.02 0.00 -0.01
O -4.3247 0.3048 1.9864 0.01 0.01 -0.01
N -1.5825 2.5972 -1.8210 0.00 -0.02 0.01
N 1.1158 -2.4297 0.0127 -0.04 -0.01 -0.01
N -2.7128 0.8262 -2.7404 -0.01 -0.01 -0.02
N -2.2501 0.0775 0.5807 0.02 -0.06 0.05
N 0.3245 -0.7557 2.2408 0.00 0.05 0.01
N 0.9365 1.3674 3.2133 -0.03 0.01 0.01
N -1.7577 -1.7034 -0.6484 -0.04 0.01 0.01
N 0.6801 3.9137 0.9250 0.04 0.00 0.00
N 0.8992 3.4966 2.1771 -0.02 0.01 0.00
N 0.4189 2.9177 0.1554 -0.04 0.00 0.02
N 0.4490 1.7749 0.8902 -0.02 0.04 0.00
N 0.0547 -1.9712 2.7888 0.02 -0.03 -0.02
N 0.5348 -0.6303 4.4177 -0.04 0.01 0.01
N 0.1887 -1.8798 4.0599 0.00 0.00 -0.01
N 2.3581 -0.1015 -0.5249 -0.01 0.01 0.02
C 0.4455 -5.8401 1.2691 -0.01 -0.01 -0.01
C -4.6926 3.7208 -0.7114 -0.01 0.00 0.01
C -4.3459 -2.3725 -1.2349 0.00 0.00 0.00
C 5.9612 2.7624 -2.2001 0.00 0.00 0.00
C 5.2219 -2.4325 -0.6783 0.01 0.00 0.00
C 3.2041 -3.6246 -0.0533 0.00 0.01 0.00
C -3.2932 -3.0686 -1.8395 0.00 -0.01 0.00
C 6.2400 4.1497 -2.2826 -0.01 0.00 -0.01
C -4.1419 6.1326 -1.2204 0.00 0.00 0.00
C 4.8700 2.4868 -1.4231 0.00 0.01 0.01
C -1.5793 1.3679 -2.2882 0.02 0.03 0.01
C 3.1048 -1.2202 -0.5123 -0.01 -0.01 0.00
C 0.5911 0.0344 3.2809 0.06 0.00 -0.01
C 0.5206 -3.5194 0.4366 0.01 0.00 0.00
C -2.6065 3.5616 1.1143 0.00 0.01 0.00
C -4.4644 2.5345 -0.0269 0.01 0.01 0.00
C -2.7584 -0.9823 -0.1115 0.01 0.04 -0.02
C -0.4458 -8.0309 1.9623 -0.01 0.00 -0.01
C 2.4491 -2.4564 -0.1857 0.00 0.00 0.00
C 2.5420 -4.7797 0.3943 0.00 0.00 0.01
C 5.0698 0.0308 -1.0667 -0.01 0.00 0.01
C 0.7489 2.1774 2.1255 0.03 -0.02 -0.02
C 4.3002 1.1727 -1.1113 0.01 0.00 0.00
C 4.6139 -3.5842 -0.3263 0.00 0.00 0.00
C 4.4798 -1.2062 -0.7695 0.00 0.00 0.00
C 5.3540 4.8970 -1.5671 0.01 0.00 0.02
C -1.0514 -6.9966 2.6062 0.00 0.00 0.00
C -0.5408 -5.7328 2.2080 0.01 0.00 0.01
C -2.8454 4.7421 0.4265 0.01 -0.01 -0.01
C -3.4100 2.4588 0.8733 -0.03 -0.01 0.00
C -4.0997 -1.3317 -0.3721 -0.01 0.00 0.01
C -2.0132 -2.6970 -1.5031 0.01 0.01 -0.01
C 2.9260 1.0443 -0.8274 0.01 0.00 0.01
C -3.8849 4.8396 -0.4960 0.01 0.01 -0.01
C 1.1987 -4.7311 0.6808 -0.01 0.01 0.00
H -2.2013 5.5947 0.6062 0.00 0.00 0.00
H -5.3704 -2.6509 -1.4494 0.00 0.00 0.00
H -3.2211 6.5334 -1.6453 0.00 0.00 0.00
H 6.2856 -2.4081 -0.8788 0.00 0.00 0.00
H -0.7548 2.9043 -1.2897 0.00 0.01 -0.01
H 6.1385 0.0851 -1.2369 0.00 0.00 0.00
H -1.8007 3.4928 1.8328 0.00 0.00 0.00
H 0.9972 1.8389 4.1012 0.01 0.00 0.00
H 3.1070 -5.6902 0.5596 0.00 0.00 0.00
H -3.6011 1.2731 -2.5754 0.00 0.00 0.00
H 5.3294 5.9686 -1.4546 0.00 0.00 0.00
H -5.1122 1.6779 -0.1696 0.00 0.00 -0.01
H -1.1463 -3.2002 -1.9165 0.00 0.00 0.01
H 5.1815 -4.5017 -0.2339 0.00 0.00 0.00
H -4.5370 6.8837 -0.5343 0.00 0.00 0.00
H -0.8473 -4.7831 2.6282 0.00 0.00 0.00
H -2.4554 3.0834 -1.6581 -0.01 0.00 -0.01
H 2.2759 1.9117 -0.8544 0.00 0.00 -0.01
H -0.5429 -3.4595 0.6148 0.00 0.00 0.00
H -4.8988 -0.7962 0.1140 0.00 0.00 0.00
H -5.5224 3.7904 -1.4056 0.00 0.00 0.00
H -1.8265 -7.1275 3.3465 0.00 0.00 0.00
H -2.6990 -0.1379 -3.0271 -0.01 -0.01 0.01
H 6.5279 2.0005 -2.7169 0.00 0.00 0.00
H -0.6390 -9.0856 2.0701 0.00 0.00 0.00
H 7.0540 4.5721 -2.8527 0.00 0.00 0.00
H -3.4685 -3.8847 -2.5248 0.00 0.00 0.00
H -4.8638 6.0015 -2.0255 0.00 0.00 0.00
```
Positions in Å, forces in eV/Å.

Löwdin population analysis, charges in e, atoms 1 to 8:
1. In 0.647
2. S 0.607
3. S 1.041
4. S 1.072
5. S 0.696
6. O -0.274
7. O -0.287
8. N 0.154

---

E_tot, record by record: -117769.3291 -58200.2834 -111713.7522 eV
Energy above the lowest of the compared OMol25 structures with the same formula, charge and spin, record by record: 2.008 0.000 0.000 eV